The following is a DFT calculation (ωB97M-V with the def2-TZVPD basis set) of a molecular structure, C13H10Cl2N4O2 in a non-equilibrium geometry.

Its charge is 0. For the largest force on an atom, the calculation gives 13.31 eV/Å. The spin multiplicity is 1. The frontier orbital gap is 8.789 eV. Its HOMO energy is -9.2 eV.

Cartesian coordinates (Å):
O 0.17 0.29 -0.98
C -0.59 -0.50 -0.61
N -0.32 -1.88 -0.61
C 1.06 -2.36 -1.08
C 1.19 -3.26 -2.10
C 2.38 -3.95 -2.45
C 3.64 -3.47 -1.90
C 3.49 -2.40 -1.24
C 2.31 -1.94 -0.71
Cl 2.32 -0.70 0.67
Cl 4.89 -1.98 -0.59
H 4.44 -3.89 -2.59
H 2.39 -4.57 -3.28
H 0.07 -3.92 -2.36
H -0.89 -2.55 -0.67
N -1.71 -0.45 -0.13
N -2.05 1.08 0.05
C -2.86 1.28 1.08
O -3.59 0.45 1.63
C -3.18 2.66 1.26
C -2.21 3.75 0.74
C -2.56 4.87 1.15
C -3.89 5.25 1.66
N -4.67 4.27 2.11
C -4.48 3.14 1.49
H -5.17 2.46 2.06
H -3.99 6.50 1.90
H -2.03 5.79 0.75
H -1.20 3.42 0.51
H -1.52 1.62 -0.46
H -2.32 -0.99 0.40

The following is a DFT calculation (ωB97M-V with the def2-TZVPD basis set) of a single C4H7N molecule in a non-equilibrium geometry.

Its charge is 0. For the largest force on an atom, the calculation gives 1.18 eV/Å. The calculation puts the relative energy (zero: lowest compared OMol25 entry of this formula, charge and spin) at 5.0 kJ/mol. The spin multiplicity is 1. The frontier orbital gap is 12.437 eV. The structure (SMILES) is CCCC#N. Its HOMO energy is -11.6 eV.

Cartesian coordinates (Å):
C 1.51 0.58 -0.03
C 0.29 -0.24 -0.46
C -0.97 0.11 0.36
C -2.00 -0.93 0.21
N -2.78 -1.77 0.09
H 2.38 0.29 -0.63
H 1.35 1.66 -0.17
H 1.76 0.41 1.02
H 0.08 -0.07 -1.52
H 0.51 -1.30 -0.34
H -0.73 0.19 1.42
H -1.40 1.07 0.05

The following is a DFT calculation (ωB97M-V with the def2-TZVPD basis set) of a single C16H19NO5S molecule in a non-equilibrium geometry.

Its charge is 0. For the largest force on an atom, the calculation gives 1.02 eV/Å. The calculation puts the relative energy (zero: lowest compared OMol25 entry of this formula, charge and spin) at 0.0 kJ/mol. The spin multiplicity is 1. The frontier orbital gap is 8.511 eV. The structure (SMILES) is COc1ccc(S(=O)(=O)CCC(=O)NCc2ccc(C)o2)cc1. Its HOMO energy is -8.0 eV.

Cartesian coordinates (Å):
C -0.28 -0.57 -6.74
H -0.08 -1.00 -7.71
O 0.14 -1.53 -5.80
C 0.00 -1.26 -4.48
C -0.54 -0.08 -3.96
C -0.63 0.08 -2.58
C -0.20 -0.92 -1.74
C 0.33 -2.10 -2.24
C 0.43 -2.27 -3.61
H 0.82 -3.18 -4.03
H 0.64 -2.88 -1.56
S -0.27 -0.70 0.03
O -0.62 -1.95 0.66
O -1.13 0.44 0.30
C 1.45 -0.30 0.49
C 1.83 1.12 0.08
H 2.86 1.15 -0.28
C 1.73 2.04 1.30
O 2.71 2.44 1.89
N 0.46 2.32 1.65
H -0.29 1.82 1.17
C 0.13 2.74 3.00
C -0.54 1.61 3.71
C -1.62 1.54 4.54
C -1.81 0.16 4.82
C -0.85 -0.51 4.14
O -0.07 0.36 3.46
C -0.57 -1.96 4.00
H 0.45 -2.19 4.33
H -1.27 -2.54 4.59
H -0.66 -2.25 2.95
H -2.58 -0.26 5.45
H -2.20 2.36 4.91
H 1.08 3.01 3.49
H -0.53 3.61 2.99
H 1.16 1.46 -0.72
H 1.51 -0.44 1.57
H 2.04 -1.06 0.00
H -1.06 0.97 -2.16
H -0.88 0.71 -4.60
H -1.36 -0.37 -6.65
H 0.27 0.37 -6.64